Record 1
Formula: C44H46CrN4O8P4S2Se2
Source: the Open Molecules 2025 dataset
Level of theory: ωB97M-V/def2-TZVPD

Atoms and positions in Å:
1 H -7.305 2.064 -2.614
2 H -2.670 -2.900 4.854
3 C 1.823 1.765 -4.810
4 C -1.159 0.487 3.015
5 C -1.012 -3.884 5.774
6 C -0.055 -0.139 6.559
7 H -1.636 -4.394 6.492
8 Se -3.472 -0.435 5.893
9 H 4.073 0.391 -0.254
10 O 3.566 2.594 -1.791
11 O 1.330 2.362 -0.602
12 H -7.214 -0.383 -2.351
13 H 2.229 -3.556 4.873
14 C -3.952 -2.450 2.461
15 H -3.497 -3.355 2.828
16 H 5.273 3.367 1.985
17 H -6.961 -1.250 1.489
18 C 4.903 2.657 1.245
19 N -1.411 2.609 3.542
20 C -1.601 -3.052 4.837
21 H -1.487 3.507 -3.889
22 C -0.793 -2.384 3.924
23 H 0.017 -2.388 -4.818
24 H -3.225 2.354 -1.348
25 C -6.393 1.594 -2.280
26 C -3.186 -1.306 2.278
27 H -5.339 3.446 -2.056
28 H -4.376 1.900 4.196
29 C -4.899 4.961 5.522
30 C -4.099 1.768 -1.595
31 H 3.908 5.036 1.041
32 H -0.275 4.156 -5.934
33 H 5.552 2.670 0.365
34 H -1.275 -2.825 -2.966
35 H -0.531 1.774 -2.385
36 H 0.809 -4.714 6.527
37 N -0.803 1.276 1.968
38 C -4.224 2.776 4.815
39 H -0.307 -0.670 -4.710
40 H 4.939 1.676 1.718
41 C 1.121 -0.412 7.228
42 O 1.675 1.195 1.825
43 H -5.104 -1.470 -1.650
44 C -3.043 3.870 6.598
45 P 2.815 2.106 -0.615
46 C 0.590 -2.565 3.939
47 C 1.052 1.772 8.210
48 C 0.121 3.381 -5.296
49 O 2.821 2.637 3.584
50 C -5.308 -2.424 2.180
51 C -2.083 -0.840 -2.878
52 P -1.395 -1.247 2.641
53 H -5.870 3.843 3.971
54 C -3.190 2.783 5.752
55 H 2.124 -1.169 -4.583
56 C -5.157 -0.397 -1.764
57 H 2.320 4.604 0.673
58 H -0.321 -1.704 -2.026
59 C 1.125 1.395 -3.672
60 C 1.483 -1.323 -3.719
61 H 3.534 4.464 -0.529
62 C -5.285 2.370 -1.984
63 H -1.866 0.119 -3.349
64 C 1.162 -3.407 4.871
65 C -0.121 2.057 7.529
66 H -5.905 -3.306 2.347
67 H 0.319 3.583 2.094
68 O -1.559 0.712 -0.778
69 Cr 0.290 0.794 0.372
70 H -0.580 3.023 7.653
71 C -0.682 1.097 6.701
72 H -5.590 0.752 1.066
73 C 0.361 -4.062 5.794
74 H -2.983 -1.266 -3.318
75 P -2.209 1.245 5.702
76 C -3.895 4.956 6.475
77 C 1.317 2.761 -5.625
78 C -5.070 3.860 4.697
79 C -0.902 -1.802 -2.944
80 O 1.259 3.764 1.863
81 H 2.584 0.330 8.603
82 C 3.478 2.981 0.887
83 H -2.288 3.885 7.366
84 C -1.561 1.371 4.025
85 C -3.781 -0.159 1.750
86 S 1.848 0.133 -2.621
87 H 1.596 -1.375 7.107
88 H 1.481 2.513 8.867
89 H -0.511 -0.892 5.932
90 H -5.563 5.809 5.438
91 H -3.780 5.802 7.136
92 O 0.903 -0.077 -1.478
93 O 3.127 0.554 -0.274
94 C -0.045 2.034 -3.314
95 C 1.675 0.545 8.062
96 S -2.477 -0.432 -1.114
97 C -6.338 0.214 -2.150
98 H 1.212 -2.046 3.220
99 P 2.265 2.537 2.235
100 N 3.325 4.403 0.484
101 H 2.749 1.271 -5.057
102 C -4.040 0.389 -1.518
103 N -0.965 2.523 2.326
104 H 1.856 3.065 -6.510
105 C -5.902 -1.272 1.695
106 C -5.135 -0.144 1.464
107 C -0.558 3.019 -4.142
108 H 1.849 -2.179 -3.154
109 C 0.035 -1.535 -4.138
110 H -3.200 0.734 1.564
111 Se -0.182 -1.602 0.861

**Multiplicity**: 2
**HOMO energy (spin up / spin down)**: -9.6722 / -9.6724 eV
**Strongest force on any atom**: 2.17 eV/Å
**Energy above the lowest of the compared OMol25 structures with the same formula, charge and spin**: 107.7 kJ/mol
**Kohn-Sham gap (spin up / spin down)**: 6.05 / 6.58 eV
**⟨S²⟩**: 0.93
**Total charge**: +1
**Total energy**: -286654.9294 eV

These are the Löwdin partial charges, in e, on atoms 1 to 4:
1. H 0.110
2. H 0.041
3. C -0.073
4. C -0.372


Record 2
Formula: C4H21N2O7
Source: the Open Molecules 2025 dataset
Level of theory: ωB97M-V/def2-TZVPD

Atoms and positions in Å:
1 H -2.301 -2.374 -2.645
2 H -2.544 -1.592 -0.833
3 H -1.678 -2.375 2.392
4 H 2.346 -2.360 2.479
5 H 0.406 3.262 0.289
6 H 3.233 1.226 -0.930
7 C 0.462 2.529 -0.613
8 N 0.665 0.665 1.207
9 N -1.725 2.759 -1.778
10 O 3.057 0.926 1.237
11 H -2.702 2.579 -2.023
12 H 0.747 -2.174 2.817
13 O -0.976 -2.672 2.985
14 H 1.051 0.364 -0.839
15 H -1.517 -1.994 -3.817
16 H 3.537 0.116 1.043
17 O 1.524 -1.909 2.443
18 O -1.595 1.622 0.151
19 O -2.067 -1.579 -3.069
20 H 3.060 2.669 0.162
21 H -0.953 -3.619 3.044
22 O -2.367 -2.242 -0.166
23 H 1.328 -0.047 1.507
24 O 0.066 -1.415 -1.081
25 C -1.002 2.248 -0.713
26 H -0.159 0.152 0.851
27 H -0.432 -1.932 -0.373
28 H -0.375 -1.236 -1.877
29 H 0.573 1.460 1.922
30 C 2.707 1.613 -0.024
31 C 1.136 1.261 -0.189
32 H -3.150 -2.300 0.403
33 H -1.248 3.193 -2.534
34 H 0.897 3.178 -1.430

**HOMO energy**: -13.4691 eV
**Strongest force on any atom**: 5.45 eV/Å
**Energy above the lowest of the compared OMol25 structures with the same formula, charge and spin**: 260.7 kJ/mol
**Kohn-Sham gap**: 10.98 eV
**Total charge**: +1
**Total energy**: -21794.8872 eV

These are the Löwdin partial charges, in e, on atoms 1 to 4:
1. H 0.003
2. H 0.017
3. H 0.045
4. H 0.047


Record 3
Formula: C5H7NO
Source: the Open Molecules 2025 dataset
Level of theory: ωB97M-V/def2-TZVPD

Atoms and positions in Å:
1 C -1.148 0.100 0.399
2 H -1.224 2.226 0.634
3 H -2.246 -1.609 -0.529
4 H 0.859 1.515 -0.537
5 C 0.847 -1.192 -1.271
6 H 1.262 -1.342 0.552
7 C 0.634 1.067 0.422
8 O -0.154 -1.954 -1.172
9 C -1.511 -0.906 -0.207
10 H -0.732 1.331 2.102
11 C -0.697 1.343 1.010
12 N 1.586 -0.796 -0.251
13 H 1.051 -0.712 -2.239
14 H 1.471 0.929 1.087

**HOMO energy (spin up / spin down)**: -8.8931 / -8.8928 eV
**Strongest force on any atom**: 0.68 eV/Å
**Energy above the lowest of the compared OMol25 structures with the same formula, charge and spin**: 581.3 kJ/mol
**Kohn-Sham gap (spin up / spin down)**: 8.66 / 8.66 eV
**Total energy**: -8830.1781 eV

These are the Löwdin partial charges, in e, on atoms 1 to 4:
1. C -0.111
2. H 0.123
3. H 0.080
4. H 0.096


Record 4
Formula: C6H13N4S
Source: the Open Molecules 2025 dataset
Level of theory: ωB97M-V/def2-TZVPD

Atoms and positions in Å:
1 H 1.001 -0.916 -2.377
2 H -2.170 0.695 0.271
3 N 1.638 0.559 -1.158
4 H -0.798 1.492 -0.546
5 C -1.103 0.993 0.291
6 N 1.590 1.143 2.583
7 H 1.105 0.513 4.472
8 C -0.360 0.963 1.459
9 C -1.663 -1.060 -1.721
10 N 0.066 -1.607 0.009
11 H 2.420 0.767 -1.755
12 H 0.468 -1.252 0.840
13 H 1.326 1.610 0.573
14 H -1.428 -1.803 -2.387
15 N 0.977 1.229 1.452
16 C -0.472 -0.654 -0.916
17 H -0.416 -2.443 0.297
18 H 1.995 -0.130 -0.489
19 S -0.914 0.552 3.045
20 C 0.531 -0.134 -1.857
21 H 0.012 0.463 -2.510
22 H -2.497 -1.587 -1.025
23 H -2.167 -0.101 -2.068
24 C 0.858 0.710 3.517

**HOMO energy**: -12.4871 eV
**Strongest force on any atom**: 6.10 eV/Å
**Energy above the lowest of the compared OMol25 structures with the same formula, charge and spin**: 263.1 kJ/mol
**Kohn-Sham gap**: 7.84 eV
**Total charge**: +1
**Total energy**: -23219.0249 eV

These are the Löwdin partial charges, in e, on atoms 1 to 4:
1. H 0.129
2. H 0.111
3. N 0.024
4. H 0.058


Record 5
Formula: C6H12O
Source: the Open Molecules 2025 dataset
Level of theory: ωB97M-V/def2-TZVPD

Atoms and positions in Å:
1 O -0.274 -0.964 0.759
2 C 1.415 0.238 -0.495
3 H -2.567 0.485 1.078
4 H -3.104 0.042 -0.562
5 C -1.556 -1.233 0.224
6 C -2.236 0.117 0.100
7 H 2.924 0.564 1.050
8 H 2.624 -1.150 0.698
9 H 1.566 1.215 -0.970
10 C 2.691 -0.152 0.253
11 C -1.066 0.967 -0.407
12 H -1.489 -1.679 -0.783
13 H 0.369 0.906 1.264
14 H -2.064 -1.936 0.888
15 H 1.232 -0.497 -1.289
16 C 0.145 0.341 0.345
17 H -1.198 2.038 -0.217
18 H -0.951 0.854 -1.495
19 H 3.539 -0.156 -0.443

**HOMO energy**: -9.4461 eV
**Strongest force on any atom**: 0.33 eV/Å
**Energy above the lowest of the compared OMol25 structures with the same formula, charge and spin**: 42.5 kJ/mol
**Kohn-Sham gap**: 10.61 eV
**SMILES**: CC[C@H]1CCCO1
**Total energy**: -8463.9139 eV

These are the Löwdin partial charges, in e, on atoms 1 to 4:
1. O -0.111
2. C -0.216
3. H 0.115
4. H 0.113


Record 6
Formula: C3H7NOS
Source: the Open Molecules 2025 dataset
Level of theory: ωB97M-V/def2-TZVPD

Atoms and positions in Å:
1 H 0.557 1.144 1.711
2 N 0.322 0.163 1.613
3 C -1.066 0.420 -0.391
4 C 0.151 -0.250 0.226
5 S -1.994 -0.586 -1.584
6 H -0.747 1.296 -0.962
7 O 2.508 -0.232 -0.220
8 H 0.029 -1.333 0.300
9 C 1.409 0.060 -0.609
10 H 1.301 0.696 -1.509
11 H -1.749 -1.768 -1.028
12 H -1.731 0.810 0.378
13 H 1.007 -0.421 2.074

**HOMO energy**: -9.3407 eV
**Strongest force on any atom**: 0.64 eV/Å
**Energy above the lowest of the compared OMol25 structures with the same formula, charge and spin**: 128.8 kJ/mol
**Kohn-Sham gap**: 9.96 eV
**SMILES**: N[C@H](C=O)CS
**Total energy**: -17596.5949 eV

These are the Löwdin partial charges, in e, on atoms 1 to 4:
1. H 0.083
2. N 0.043
3. C -0.552
4. C -0.442